{"formula": "C2H5N3S", "method": "ωB97M-V/def2-TZVPD", "elements": ["H", "N", "C", "N", "C", "N", "S", "H", "H", "H", "H"], "positions_angstrom": [[-0.269, -1.319, 1.175], [-1.028, -1.568, 0.517], [-1.336, -0.658, -0.302], [-0.781, 0.625, -0.467], [0.309, 1.167, 0.208], [1.479, 0.671, 0.387], [1.892, -0.827, -0.328], [-2.158, -0.843, -0.990], [-1.426, 1.317, -0.840], [0.149, 2.184, 0.613], [3.170, -0.748, 0.026]], "gap_ha": 0.35241, "multiplicity": 1, "e_lumo_ev": 0.7, "relative_energy_kcal_mol": 37.8, "smiles": "[H]/N=C\\N/C=N\\S"}

{"formula": "C13H29BN2O4", "method": "ωB97M-V/def2-TZVPD", "elements": ["C", "C", "O", "B", "O", "C", "C", "N", "C", "C", "C", "C", "C", "N", "O", "C", "C", "C", "C", "H", "H", "H", "H", "H", "H", "H", "H", "H", "H", "H", "H", "H", "H", "H", "H", "H", "H", "H", "H", "H", "H", "H", "H", "H", "H", "H", "H", "O", "H"], "positions_angstrom": [[-4.455, 0.838, -1.525], [-3.054, 0.964, -0.983], [-2.501, -0.330, -0.602], [-1.297, -0.659, -1.155], [-1.251, -1.279, -2.399], [0.101, -0.445, -0.393], [1.120, 0.093, -1.416], [0.841, 1.479, -1.807], [2.037, 2.252, -2.142], [-0.138, 0.473, 0.810], [0.895, 0.459, 1.942], [0.211, 1.025, 3.196], [2.096, 1.363, 1.635], [1.325, -0.925, 2.287], [2.191, -0.974, 3.227], [1.557, -1.941, 1.224], [1.423, -3.334, 1.889], [2.997, -1.820, 0.696], [0.496, -1.850, 0.110], [-5.087, 0.283, -0.832], [-4.924, 1.810, -1.679], [-4.483, 0.324, -2.485], [-3.041, 1.589, -0.086], [-2.398, 1.431, -1.729], [-1.776, -0.819, -3.069], [1.089, -0.572, -2.288], [2.139, 0.032, -1.036], [0.268, 1.455, -2.642], [1.823, 2.948, -2.953], [2.878, 1.621, -2.460], [2.368, 2.840, -1.282], [-1.117, 0.241, 1.234], [-0.192, 1.506, 0.458], [-0.453, 1.842, 2.910], [0.940, 1.375, 3.926], [-0.402, 0.251, 3.660], [2.852, 1.272, 2.414], [1.732, 2.393, 1.644], [2.529, 1.195, 0.652], [2.322, -3.933, 1.743], [0.595, -3.897, 1.457], [1.243, -3.231, 2.957], [3.695, -2.219, 1.429], [3.078, -2.420, -0.214], [3.279, -0.799, 0.451], [-0.407, -2.359, 0.460], [0.888, -2.429, -0.732], [-6.959, 1.724, -2.866], [-7.075, 1.154, -3.636]], "s_squared": 0.754, "gap_ha": [0.17354, 0.17177], "multiplicity": 2, "e_lumo_ev": [2.3, 2.3], "total_charge": -1}

{"formula": "CO4S2", "method": "ωB97M-V/def2-TZVPD", "elements": ["C", "O", "O", "O", "O", "S", "S"], "positions_angstrom": [[-0.167, -0.603, 1.194], [-2.481, -0.531, -0.437], [-0.220, 0.654, -0.887], [1.852, 1.243, 0.397], [1.470, -1.123, -0.497], [-1.450, 0.188, 0.207], [0.998, 0.172, 0.024]], "s_squared": 2.013, "gap_ha": [0.38261, 0.25588], "multiplicity": 3, "e_lumo_ev": [0.0, -4.1], "relative_energy_kcal_mol": 86.8}

{"formula": "C23H35CoNO4S2Si", "method": "ωB97M-V/def2-TZVPD", "elements": ["Co", "C", "C", "C", "C", "C", "C", "C", "C", "C", "S", "C", "N", "H", "H", "H", "H", "H", "H", "H", "H", "O", "C", "C", "C", "C", "C", "O", "Si", "S", "O", "C", "C", "C", "C", "O", "C", "C", "C", "C", "H", "H", "H", "H", "H", "H", "H", "H", "H", "H", "H", "H", "H", "H", "H", "H", "H", "H", "H", "H", "H", "H", "H", "H", "H", "H", "H"], "positions_angstrom": [[-0.908, 0.151, 1.125], [-0.018, 3.306, 0.236], [-0.756, 2.569, -0.840], [-1.044, 3.257, -2.046], [-1.706, 2.628, -3.050], [-2.066, 1.271, -2.902], [-2.699, 0.542, -3.932], [-2.957, -0.787, -3.757], [-2.584, -1.433, -2.567], [-1.996, -0.744, -1.530], [-1.539, -1.566, -0.058], [-1.736, 0.641, -1.684], [-1.119, 1.316, -0.655], [0.402, 4.226, -0.165], [0.788, 2.693, 0.641], [-0.673, 3.550, 1.072], [-0.734, 4.288, -2.137], [-1.943, 3.142, -3.973], [-2.950, 1.050, -4.855], [-3.426, -1.363, -4.544], [-2.758, -2.495, -2.458], [1.870, -0.784, 1.101], [0.803, -0.422, 1.111], [0.782, -3.215, 3.591], [-0.224, -2.343, 4.327], [-0.115, -2.589, 5.828], [-1.632, -2.613, 3.819], [0.141, -0.982, 4.015], [-0.485, 0.456, 4.493], [-1.132, 1.548, 2.810], [-1.758, 0.168, 5.474], [-2.382, 0.972, 6.489], [-3.772, 0.383, 6.682], [-1.565, 0.853, 7.770], [-2.475, 2.426, 6.045], [0.612, 1.302, 5.369], [2.037, 1.407, 5.290], [2.392, 2.728, 5.959], [2.510, 1.406, 3.842], [2.649, 0.237, 6.049], [0.591, -4.267, 3.808], [1.797, -2.973, 3.911], [0.714, -3.072, 2.511], [-0.310, -3.640, 6.051], [-0.832, -1.978, 6.370], [0.891, -2.344, 6.174], [-1.910, -3.649, 4.025], [-1.690, -2.458, 2.739], [-2.348, -1.954, 4.308], [-3.698, -0.667, 6.969], [-4.339, 0.450, 5.754], [-4.312, 0.920, 7.463], [-1.487, -0.193, 8.071], [-2.043, 1.410, 8.578], [-0.562, 1.247, 7.615], [-3.032, 2.504, 5.111], [-1.480, 2.847, 5.893], [-2.985, 3.018, 6.806], [1.931, 3.556, 5.420], [3.473, 2.877, 5.975], [2.023, 2.736, 6.986], [2.028, 2.211, 3.284], [2.272, 0.455, 3.367], [3.592, 1.544, 3.800], [2.276, 0.220, 7.074], [3.737, 0.322, 6.075], [2.384, -0.704, 5.566]], "s_squared": 0.837, "gap_ha": [0.24850, 0.26857], "multiplicity": 2, "e_lumo_ev": [-0.9, -0.3]}

{"formula": "C10H14O", "method": "ωB97M-V/def2-TZVPD", "elements": ["C", "C", "C", "C", "C", "C", "C", "C", "C", "C", "O", "H", "H", "H", "H", "H", "H", "H", "H", "H", "H", "H", "H", "H", "H"], "positions_angstrom": [[-1.884, -0.983, -0.111], [-0.626, -1.408, -0.792], [1.450, -0.076, -0.297], [0.137, -0.111, -1.019], [-1.863, 0.457, 0.124], [2.007, -1.402, 0.157], [-0.772, 0.932, -0.398], [-2.963, 0.895, 1.093], [3.446, -1.502, 0.455], [-0.269, 2.357, -0.351], [-2.730, -1.735, 0.272], [-0.010, -2.069, -0.082], [-0.809, -2.008, -1.718], [2.235, 0.723, -0.674], [1.086, 0.241, 0.803], [0.229, -0.052, -2.079], [-3.245, 1.874, 0.954], [-2.535, 0.643, 2.059], [-3.838, 0.174, 1.008], [4.192, -0.743, 0.362], [3.618, -2.433, -0.175], [3.382, -1.901, 1.468], [-0.522, 2.924, 0.559], [-0.514, 2.896, -1.326], [0.795, 2.308, -0.290]], "gap_ha": 0.31228, "multiplicity": 1, "e_lumo_ev": 0.2, "relative_energy_kcal_mol": 115.6}

{"formula": "C41H36Br2ClGeIrN4O2PS", "method": "ωB97M-V/def2-TZVPD", "elements": ["Ir", "N", "C", "C", "C", "C", "C", "C", "S", "O", "O", "N", "C", "N", "C", "C", "C", "N", "H", "H", "H", "H", "H", "H", "H", "H", "H", "Br", "C", "Br", "H", "H", "Cl", "C", "C", "C", "C", "C", "C", "P", "C", "C", "C", "C", "C", "C", "C", "C", "C", "C", "C", "C", "H", "H", "H", "H", "H", "H", "H", "H", "H", "H", "H", "H", "H", "H", "Ge", "C", "C", "C", "C", "C", "C", "C", "C", "C", "C", "C", "C", "H", "H", "H", "H", "H", "H", "H", "H", "H", "H", "H"], "positions_angstrom": [[0.237, -0.890, 1.372], [-5.393, 4.642, 3.922], [-4.672, 3.900, 3.098], [-3.340, 3.463, 3.574], [-2.549, 2.659, 2.770], [-3.015, 2.457, 1.467], [-4.321, 2.743, 1.034], [-5.172, 3.413, 1.868], [-2.062, 1.520, 0.257], [-0.737, 2.271, 0.247], [-2.812, 1.384, -0.941], [-1.724, 0.154, 0.929], [-2.473, -0.985, 0.914], [-1.699, -2.166, 0.931], [-2.586, -3.203, 1.388], [-3.484, -3.536, 0.282], [-4.004, -2.505, 1.239], [-3.716, -1.149, 1.076], [-5.033, 4.831, 4.848], [-6.356, 4.975, 3.733], [-3.025, 3.769, 4.544], [-1.558, 2.315, 3.049], [-4.584, 2.386, 0.004], [-6.158, 3.683, 1.502], [-2.236, -4.030, 2.003], [-3.934, -4.488, 0.437], [-4.872, -2.789, 1.842], [1.647, 1.145, 2.349], [2.303, 0.693, 4.136], [1.027, -0.132, 5.248], [2.624, 1.610, 4.604], [3.198, 0.035, 4.083], [1.019, -2.898, 3.240], [1.861, -4.083, 2.296], [2.324, -5.173, 2.949], [3.271, -5.938, 2.263], [3.610, -5.570, 0.998], [2.982, -4.565, 0.283], [2.018, -3.784, 0.942], [1.134, -2.506, -0.090], [-0.408, -3.309, -0.830], [-0.345, -4.412, -1.609], [-1.514, -4.914, -2.226], [-2.689, -4.308, -1.977], [-2.879, -3.203, -1.070], [-1.600, -2.479, -0.644], [2.290, -2.115, -1.331], [1.994, -2.139, -2.714], [2.919, -1.544, -3.628], [3.976, -0.899, -3.138], [4.264, -0.769, -1.756], [3.395, -1.391, -0.880], [2.157, -5.417, 3.949], [3.755, -6.863, 2.674], [4.438, -6.068, 0.433], [3.297, -4.369, -0.746], [0.596, -4.920, -1.776], [-1.511, -5.629, -3.017], [-3.519, -4.553, -2.654], [-3.519, -2.498, -1.565], [-1.530, -1.509, -1.201], [1.078, -2.623, -3.092], [2.705, -1.594, -4.690], [4.639, -0.531, -3.883], [5.180, -0.257, -1.504], [3.639, -1.338, 0.159], [-0.071, 3.932, -0.963], [1.564, 3.942, -0.045], [2.564, 2.995, -0.419], [3.820, 3.042, 0.182], [4.081, 4.039, 1.103], [3.174, 5.023, 1.462], [1.898, 4.958, 0.888], [-0.059, 3.336, -2.702], [-0.592, 4.265, -3.591], [-0.520, 3.995, -4.956], [-0.110, 2.742, -5.411], [0.292, 1.749, -4.519], [0.290, 2.006, -3.163], [-1.028, 4.976, -0.446], [2.321, 2.347, -1.243], [4.615, 2.348, -0.096], [5.110, 4.063, 1.535], [3.462, 5.836, 2.112], [1.116, 5.717, 1.171], [-0.977, 5.283, -3.336], [-0.766, 4.738, -5.716], [-0.082, 2.561, -6.447], [0.694, 0.844, -4.940], [0.654, 1.258, -2.435]], "s_squared": 8.818, "gap_ha": [0.23051, 0.13560], "multiplicity": 6, "e_lumo_ev": [-11.3, -13.9], "relative_energy_kcal_mol": 78.2, "total_charge": 4}

{"formula": "C3H3N", "method": "ωB97M-V/def2-TZVPD", "elements": ["C", "C", "C", "N", "H", "H", "H"], "positions_angstrom": [[-0.624, 1.194, 0.505], [-0.576, -2.071, -0.553], [0.442, 0.236, 0.193], [0.012, -1.097, -0.246], [-1.352, 1.067, -0.296], [0.983, 0.503, -0.690], [1.114, 0.168, 1.087]], "s_squared": 2.005, "gap_ha": [0.38903, 0.35807], "multiplicity": 3, "e_lumo_ev": [1.0, -1.7], "relative_energy_kcal_mol": 0.3}

{"formula": "C29H51Cl27O4S", "method": "ωB97M-V/def2-TZVPD", "elements": ["C", "C", "C", "C", "C", "C", "C", "C", "C", "C", "C", "C", "C", "O", "S", "O", "O", "O", "C", "C", "C", "C", "C", "C", "C", "H", "H", "H", "H", "H", "H", "H", "H", "H", "H", "H", "H", "H", "H", "H", "H", "H", "H", "H", "H", "H", "H", "H", "H", "H", "H", "H", "H", "H", "H", "H", "H", "H", "H", "H", "H", "H", "H", "H", "H", "H", "H", "C", "Cl", "Cl", "Cl", "H", "C", "Cl", "Cl", "Cl", "H", "C", "Cl", "Cl", "Cl", "H", "C", "Cl", "Cl", "Cl", "H", "C", "Cl", "Cl", "Cl", "H", "C", "Cl", "Cl", "Cl", "H", "C", "Cl", "Cl", "Cl", "H", "C", "Cl", "Cl", "Cl", "H", "C", "Cl", "Cl", "Cl", "H"], "positions_angstrom": [[8.138, -1.476, 0.337], [6.998, -0.692, -0.336], [6.110, 0.113, 0.638], [4.734, -0.541, 0.903], [3.549, 0.438, 0.820], [2.454, 0.143, 1.843], [1.253, 1.091, 1.694], [0.742, 1.717, 3.008], [-0.774, 1.996, 2.980], [-1.130, 3.478, 2.775], [-2.484, 3.703, 2.082], [-2.393, 3.738, 0.547], [-1.596, 2.586, -0.033], [-1.467, 2.660, -1.471], [-2.600, 2.022, -2.400], [-1.923, 1.883, -3.669], [-2.581, 0.482, -1.745], [-3.916, -0.026, -1.997], [-4.142, -1.050, -1.020], [-5.019, -0.639, 0.162], [-4.848, 0.814, 0.609], [-4.905, -1.666, 1.307], [-3.505, -2.180, 1.664], [-3.589, -3.044, 2.924], [-2.495, -1.059, 1.916], [9.090, -0.952, 0.267], [8.256, -2.461, -0.117], [7.931, -1.648, 1.396], [6.373, -1.366, -0.920], [7.448, 0.021, -1.029], [6.636, 0.173, 1.593], [5.965, 1.115, 0.232], [4.583, -1.374, 0.212], [4.737, -0.976, 1.908], [3.115, 0.344, -0.181], [3.927, 1.453, 0.966], [2.127, -0.889, 1.688], [2.887, 0.207, 2.846], [0.422, 0.516, 1.277], [1.513, 1.881, 0.984], [0.986, 1.059, 3.844], [1.269, 2.661, 3.172], [-1.246, 1.382, 2.215], [-1.204, 1.675, 3.934], [-0.352, 3.927, 2.146], [-1.090, 3.981, 3.742], [-2.877, 4.668, 2.409], [-3.203, 2.952, 2.424], [-1.900, 4.675, 0.272], [-3.402, 3.763, 0.125], [-2.005, 1.623, 0.266], [-0.572, 2.624, 0.326], [-4.661, -1.828, -1.585], [-3.171, -1.445, -0.730], [-6.052, -0.692, -0.202], [-3.897, 0.999, 1.104], [-5.637, 1.049, 1.329], [-4.987, 1.493, -0.232], [-5.517, -2.534, 1.041], [-5.332, -1.227, 2.215], [-3.111, -2.801, 0.853], [-3.754, -2.407, 3.795], [-2.686, -3.636, 3.053], [-4.468, -3.687, 2.855], [-2.899, -0.330, 2.624], [-2.195, -0.525, 1.011], [-1.588, -1.471, 2.367], [-6.133, -1.745, -4.681], [-5.645, -3.370, -4.191], [-6.161, -1.596, -6.434], [-7.703, -1.329, -3.985], [-5.402, -1.046, -4.292], [1.316, 1.915, -4.265], [1.879, 0.407, -3.540], [1.807, 3.299, -3.290], [1.922, 2.073, -5.922], [0.233, 1.891, -4.293], [-2.263, -6.271, 0.592], [-3.844, -5.508, 0.423], [-1.119, -5.147, 1.326], [-2.362, -7.765, 1.520], [-1.909, -6.511, -0.403], [-4.458, -4.948, 6.270], [-5.820, -5.237, 5.187], [-3.078, -5.949, 5.821], [-4.013, -3.241, 6.287], [-4.765, -5.224, 7.270], [6.116, 0.354, -4.126], [5.378, 1.565, -3.080], [7.877, 0.423, -4.027], [5.527, -1.261, -3.729], [5.832, 0.572, -5.147], [12.301, -1.366, 1.291], [12.073, -1.053, -0.430], [11.262, -0.327, 2.266], [12.017, -3.065, 1.663], [13.329, -1.136, 1.537], [-7.679, 3.571, -1.435], [-7.913, 5.022, -2.404], [-6.131, 2.807, -1.793], [-7.803, 3.935, 0.289], [-8.464, 2.869, -1.685], [3.299, 6.884, -5.207], [1.928, 7.921, -5.609], [3.037, 5.241, -5.775], [4.800, 7.554, -5.854], [3.388, 6.856, -4.129], [0.656, -3.679, -2.317], [-0.763, -2.956, -1.566], [2.136, -3.061, -1.591], [0.591, -5.444, -2.212], [0.656, -3.410, -3.365]], "gap_ha": 0.38627, "multiplicity": 1, "e_lumo_ev": 0.2}